DFT (ωB97M-V with the def2-TZVPD basis set) results for 12 unconnected molecules or ions with the total composition C55H75N7O10.

Positions of all 147 atoms, in Å:
O  -4.96  2.07  -1.24
O  1.94  -0.22  0.31
O  -4.40  1.93  -3.38
O  -3.70  2.36  3.45
O  3.45  -6.12  -1.66
O  -0.29  -3.88  4.52
O  0.21  -2.17  3.05
O  -0.17  -0.07  -0.36
O  -4.39  4.37  2.69
O  2.35  -4.21  -2.10
N  -0.79  -0.15  -6.65
N  5.09  1.40  -3.13
N  1.55  4.73  -1.43
N  0.18  1.71  5.65
N  7.43  -1.42  1.39
N  -4.49  -2.92  5.33
N  -2.08  -2.79  -1.99
C  1.38  0.17  -5.62
C  0.86  -3.98  -3.87
C  -4.58  3.35  -3.56
C  -1.95  -5.54  -2.29
C  -0.54  0.32  0.91
C  -3.88  3.53  3.63
C  -4.06  0.02  -2.13
C  -4.47  1.45  -2.15
C  -6.05  2.84  1.68
C  -3.85  -0.78  4.45
C  -0.52  0.96  -7.34
C  4.41  3.57  -3.88
C  1.13  5.28  -0.26
C  5.99  2.00  -2.38
C  4.34  2.19  -3.91
C  -2.01  0.33  1.03
C  -0.65  -5.32  2.55
C  1.35  2.32  3.65
C  0.16  -0.47  -5.79
C  3.94  -4.15  -0.39
C  -2.79  -0.69  5.34
C  5.25  4.16  -2.93
C  3.24  -4.96  -1.44
C  1.71  -4.99  -3.13
C  1.37  -1.13  -1.88
C  1.66  1.31  -6.32
C  1.14  -0.42  -0.56
C  5.87  -0.96  -0.92
C  -0.75  3.90  -0.08
C  -4.65  -1.90  4.47
C  -0.37  3.32  -1.30
C  -2.55  -4.81  -3.25
C  6.16  -1.04  1.46
C  -3.48  -2.84  6.22
C  -3.64  4.28  4.90
C  -1.25  -4.39  3.57
C  -4.82  3.62  1.50
C  0.40  1.60  4.36
C  6.11  3.39  -2.19
C  0.66  1.77  -7.19
C  -0.03  4.91  0.39
C  2.15  3.15  4.42
C  7.97  -1.55  0.18
C  0.76  3.76  -1.95
C  5.32  -0.82  0.33
C  -1.37  -4.94  -1.19
C  -2.57  -1.75  6.20
C  -3.29  4.13  -3.36
C  1.99  3.24  5.83
C  -1.51  -3.57  -1.08
C  -2.63  -3.43  -3.03
C  7.22  -1.30  -1.01
C  0.37  -2.72  4.13
C  0.93  2.52  6.34
C  1.18  -2.17  5.25
H  -0.29  -6.19  3.08
H  3.76  4.13  -4.52
H  -0.11  -1.35  -5.21
H  -2.46  0.63  0.13
H  4.30  -0.64  0.39
H  -3.46  5.14  -3.73
H  -3.82  0.03  3.73
H  -4.53  -0.50  -2.98
H  -0.26  0.95  3.85
H  7.60  -1.35  -2.01
H  5.81  -0.92  2.44
H  2.72  3.81  6.39
H  -5.42  3.75  -3.04
H  3.64  1.53  -4.43
H  -4.46  5.02  5.10
H  -5.49  -2.01  3.76
H  -4.02  3.06  1.07
H  -2.47  3.65  -3.92
H  -1.76  -3.52  3.13
H  -1.83  -6.60  -2.46
H  1.13  3.44  -2.92
H  -1.42  -5.71  1.84
H  -1.68  3.64  0.39
H  -5.95  1.94  2.26
H  -2.05  -4.87  4.13
H  -3.27  -2.78  -3.60
H  -6.40  2.42  0.74
H  -4.94  3.34  -4.60
H  1.75  6.10  0.15
H  5.34  -0.76  -1.85
H  1.28  -2.19  -1.71
H  -2.89  4.12  -2.37
H  -4.93  4.50  0.87
H  6.49  1.24  -1.71
H  -2.30  -0.71  1.24
H  -4.41  -0.34  -1.13
H  -3.58  3.64  5.79
H  1.11  -5.82  -2.75
H  9.01  -1.92  0.16
H  2.91  3.81  4.01
H  6.80  3.75  -1.41
H  -0.22  1.29  1.16
H  -1.70  -1.76  6.84
H  -2.68  4.79  4.85
H  -3.06  -5.31  -4.09
H  1.39  2.22  2.57
H  2.06  -0.34  -4.94
H  -0.38  5.44  1.26
H  3.29  -3.32  0.00
H  -2.07  0.14  5.39
H  1.45  -3.09  -4.24
H  4.75  -3.61  -0.87
H  2.59  1.80  -6.30
H  4.31  -4.80  0.39
H  -2.95  -0.15  -2.07
H  0.14  -3.52  -3.14
H  -2.42  0.93  1.86
H  0.52  -1.53  5.84
H  0.33  -4.47  -4.72
H  5.22  5.21  -2.82
H  -0.11  -0.43  1.60
H  1.95  -1.49  4.89
H  0.70  -0.81  -2.64
H  0.20  -4.84  2.06
H  -1.00  -3.08  -0.28
H  2.53  -5.36  -3.77
H  -6.92  3.36  2.11
H  -1.26  1.17  -8.09
H  0.66  2.76  7.37
H  1.64  -2.99  5.84
H  -0.85  -5.58  -0.44
H  0.90  2.64  -7.74
H  -3.53  -3.75  6.85
H  -0.99  2.53  -1.71
H  2.38  -0.90  -2.16

Gap between HOMO and LUMO = 9.79 eV
E_HOMO = -9.28 eV
Net charge = 0
Energy above the lowest of the compared OMol25 structures with the same formula, charge and spin = 11.6 kcal per mole
LUMO level = 0.5 eV
SMILES = CCOC(C)=O.CCOC(C)=O.CCOC(C)=O.CCOC(C)=O.CCOC(C)=O.c1ccncc1.c1ccncc1.c1ccncc1.c1ccncc1.c1ccncc1.c1ccncc1.c1ccncc1

Atom charges from the Mulliken analysis, given in e for atoms 1 to 4: -0.57, -0.73, -0.39, -0.35